The following is a quantum chemistry calculation of one molecule with the formula C4H4O2, from the OMol25 dataset.

Properties
Energy relative to the best compared isomer or geometry (same formula, charge and spin): 4.542 eV
Lowest unoccupied orbital energy (alpha / beta): -0.0216 / -0.0216 hartree
HOMO-LUMO gap (alpha / beta): 7.7 / 7.7 eV
HOMO level (alpha / beta): -8.311 / -8.312 eV
Maximum force: 0.3 eV Å⁻¹

Geometry as XYZ:
```
10
Properties=species:S:1:pos:R:3:nbo_charge:R:1
O 0.171 1.748 1.132 -0.6155
C -0.248 0.911 0.305 0.3456
C -1.405 0.183 0.124 -0.6023
C 0.850 -1.062 -0.044 0.3374
O 0.747 -1.082 -1.295 -0.4113
C 0.992 0.320 -0.283 0.0296
H -1.511 -0.460 -0.740 0.2117
H -2.300 0.456 0.674 0.2197
H 0.807 -1.850 0.703 0.2306
H 1.897 0.837 -0.576 0.2546
```